Formula: C41H114N10O11
Source: OMol25
Level of theory: ωB97M-V with the def2-TZVPD basis set

Geometry as ORCA input:
```
! RIJCOSX wB97M-V def2-TZVPD def2/J DEFGRID3
* xyz -1 2
C 4.27 3.46 -2.01
O 2.91 3.76 -2.03
H 4.90 4.26 -2.39
H 4.56 3.16 -1.00
H 4.42 2.61 -2.67
H 2.80 4.35 -2.78
C 4.04 -2.30 -1.08
C 3.22 -3.59 -0.97
C 1.84 -3.47 -0.29
O 1.07 -4.65 -0.30
C -0.25 -4.55 0.24
N 2.79 -4.05 -2.27
H 3.46 -1.60 -1.68
H 4.94 -2.29 -1.70
H 4.31 -1.88 -0.11
H 3.75 -4.38 -0.43
H 1.40 -2.64 -0.83
H 1.90 -3.06 0.72
H -0.77 -3.78 -0.33
H -0.27 -4.19 1.27
H -0.70 -5.52 0.03
H 3.46 -4.62 -2.77
H 2.23 -4.81 -1.91
C -1.95 -7.73 2.26
C -3.27 -7.75 1.59
C -3.49 -6.72 0.57
O -3.38 -5.44 1.10
C -3.65 -4.45 0.07
N -3.61 -9.11 1.30
H -1.94 -8.48 3.05
H -1.80 -6.75 2.72
H -1.14 -8.12 1.64
H -3.91 -7.50 2.44
H -4.36 -6.92 -0.06
H -2.71 -6.90 -0.17
H -3.21 -4.63 -0.91
H -3.52 -3.44 0.45
H -4.72 -4.63 -0.04
H -3.38 -9.70 2.09
H -2.84 -9.39 0.71
C 2.27 1.69 1.57
C 0.88 1.32 1.21
C 0.57 -0.07 0.61
O -0.80 0.10 0.15
C -1.33 -0.86 -0.60
N 0.05 1.52 2.35
H 2.87 1.65 0.66
H 2.60 0.92 2.26
H 2.31 2.69 2.00
H 0.57 2.14 0.56
H 0.66 -0.84 1.38
H 1.30 -0.31 -0.16
H -1.82 -1.44 0.18
H -0.70 -1.61 -1.07
H -2.12 -0.38 -1.18
H -0.81 1.03 2.12
H -0.30 2.45 2.47
C 1.47 -1.26 5.46
C -0.05 -1.37 5.48
C -0.48 -2.51 4.54
O -1.92 -2.56 4.58
C -2.48 -3.43 3.62
N -0.45 -1.66 6.77
H 1.93 -0.95 6.41
H 1.74 -0.62 4.62
H 1.88 -2.22 5.16
H -0.48 -0.45 5.10
H 0.01 -3.46 4.72
H -0.26 -2.20 3.51
H -2.25 -4.48 3.81
H -2.21 -3.19 2.60
H -3.55 -3.37 3.83
H -0.04 -2.55 7.04
H -1.45 -1.75 6.73
C -0.09 -3.25 -3.87
C -0.06 -2.89 -5.43
C 0.24 -4.11 -6.27
O -0.28 -3.96 -7.59
C -0.30 -5.15 -8.31
N -1.40 -2.25 -5.70
H 0.74 -3.91 -3.63
H -0.93 -3.73 -3.37
H 0.11 -2.29 -3.39
H 0.63 -2.09 -5.69
H -0.34 -4.93 -5.84
H 1.25 -4.50 -6.31
H -0.89 -5.86 -7.73
H 0.64 -5.70 -8.42
H -0.98 -5.03 -9.15
H -1.65 -1.40 -5.21
H -1.29 -1.83 -6.61
C -0.75 6.57 3.76
C -0.43 5.11 4.07
C 0.27 4.82 5.38
O 1.70 5.08 5.49
C 2.68 4.09 5.06
N -1.64 4.32 4.17
H -1.44 6.99 4.48
H -1.17 6.51 2.75
H 0.21 7.08 3.74
H 0.13 4.69 3.24
H 0.19 3.78 5.70
H -0.06 5.51 6.15
H 2.66 4.04 3.97
H 2.70 3.10 5.50
H 3.59 4.62 5.36
H -2.38 4.35 3.49
H -2.10 4.47 5.06
C 6.02 0.44 -0.23
C 6.10 1.69 0.66
C 6.13 1.42 2.13
O 5.07 0.62 2.58
C 4.78 0.85 3.92
N 7.21 2.51 0.22
H 6.47 0.63 -1.20
H 4.95 0.29 -0.40
H 6.51 -0.45 0.13
H 5.19 2.28 0.53
H 5.98 2.42 2.52
H 7.08 1.12 2.58
H 3.84 0.33 4.06
H 4.49 1.83 4.30
H 5.56 0.53 4.61
H 6.98 2.82 -0.72
H 7.27 3.43 0.63
C -1.72 4.75 0.38
C -0.82 4.51 -0.81
C -1.32 5.27 -2.02
O -1.85 4.27 -2.73
C -2.74 4.63 -3.79
N 0.49 4.91 -0.39
H -2.77 4.63 0.14
H -1.55 5.78 0.70
H -1.49 4.15 1.26
H -0.95 3.44 -1.01
H -0.40 5.62 -2.48
H -2.01 6.10 -1.86
H -3.63 5.14 -3.43
H -3.08 3.74 -4.31
H -2.31 5.40 -4.44
H 1.01 4.44 0.33
H 1.09 4.73 -1.19
C -5.73 2.78 0.21
C -5.24 1.54 -0.48
C -5.90 0.26 0.04
O -5.96 0.15 1.53
C -4.57 -0.20 2.00
N -5.51 1.64 -1.93
H -6.81 2.60 0.28
H -5.46 3.64 -0.40
H -5.16 2.99 1.11
H -4.16 1.43 -0.39
H -5.53 -0.64 -0.46
H -6.96 0.17 -0.20
H -3.88 0.61 1.74
H -4.28 -1.11 1.47
H -4.45 -0.33 3.07
H -6.50 1.82 -2.00
H -5.13 2.54 -2.19
C 0.03 0.63 -2.79
C 0.84 1.26 -3.89
C 0.41 2.66 -4.30
O 1.21 3.34 -5.31
C 0.59 4.37 -6.07
N 2.15 1.32 -3.22
H 0.49 -0.27 -2.38
H -0.93 0.32 -3.20
H -0.09 1.32 -1.95
H 0.91 0.54 -4.70
H 0.27 3.30 -3.42
H -0.60 2.57 -4.70
H -0.10 3.93 -6.79
H 1.35 4.84 -6.70
H 0.02 5.11 -5.52
H 1.82 1.73 -2.36
H 2.70 2.06 -3.62
*
```

Results
Largest force on an atom, eV/Å: 5.0
Frontier orbital gap (alpha / beta), eV: 1.28 / 8.72
HOMO (alpha / beta), eV: 0.62 / -6.83